[1]
C25H33Cl2N5O4PV | ωB97M-V/def2-TZVPD

Geometry as XYZ:
```
71
C25H33Cl2N5O4PV ωB97M-V/def2-TZVPD
V -0.42299 0.27014 -0.20497
C -0.68906 -2.92608 -0.31645
N -1.04365 -1.77506 0.52919
C -2.51027 -1.80214 0.79070
C -0.35051 -1.73965 1.80683
C 0.18780 -2.85166 2.41938
C 0.87203 -2.72825 3.63219
C 1.02595 -1.46814 4.19599
C 0.48099 -0.34346 3.58333
C -0.24345 -0.46011 2.39840
N -0.75971 0.60139 1.64367
C -0.74472 1.94621 2.07649
C -0.98718 2.34634 3.38824
C -0.90660 3.68612 3.73396
C -0.59498 4.64446 2.78270
C -0.40576 4.26018 1.46296
C -0.48650 2.92284 1.11341
N -0.42892 2.49310 -0.29607
C 0.73841 3.06092 -0.99654
C -1.66756 2.97814 -0.96364
H -1.02450 -3.86931 0.12166
H 0.38762 -2.94692 -0.47852
H -1.20221 -2.81152 -1.27206
H -2.75540 -2.69408 1.37139
H -3.03971 -1.83346 -0.15914
H -2.80196 -0.90694 1.33470
H 0.06485 -3.82713 1.97000
H 1.23852 -3.61146 4.13935
H 1.55157 -1.35039 5.13397
H 0.62620 0.62646 4.03326
H -1.26850 1.61735 4.13438
H -1.10066 3.97737 4.75683
H -0.52663 5.68708 3.05636
H -0.21214 5.01064 0.70953
H 0.65373 4.14318 -1.10513
H 0.79147 2.62478 -1.99542
H 1.63982 2.82359 -0.43482
H -1.70952 4.06747 -0.91473
H -2.53817 2.55642 -0.46575
H -1.65772 2.66412 -2.00651
Cl -4.12052 -2.16666 -6.21233
C -3.39309 -1.46803 -4.81798
C -4.24943 -0.95089 -3.80785
C -3.77274 -0.38242 -2.65877
Cl -4.83562 0.23811 -1.46571
C -2.37201 -0.31869 -2.43951
O -1.88285 0.15165 -1.35917
C -1.51308 -0.79414 -3.48197
C -0.14090 -0.63308 -3.39106
O 0.49098 -0.05212 -2.42008
C -2.04631 -1.38948 -4.67279
H -5.31903 -1.01317 -3.96292
H 0.47922 -0.99501 -4.21291
H -1.38108 -1.75480 -5.44281
N 3.49115 -2.28789 1.81432
C 3.70189 -0.86420 1.38491
P 2.76157 -0.68497 -0.19281
O 2.55440 -2.08069 -0.68952
O 1.57188 0.19541 0.12875
C 3.72993 0.22029 -1.44068
N 3.03001 -0.03768 -2.72441
H 4.32856 -2.70587 2.21516
H 3.19452 -2.81543 0.96547
H 2.71987 -2.34932 2.50497
H 4.76817 -0.67644 1.27753
H 3.29666 -0.22133 2.16295
H 4.76847 -0.11534 -1.47432
H 3.71475 1.29104 -1.24349
H 3.24923 -0.98436 -3.02986
H 3.37377 0.60027 -3.43735
H 1.62161 -0.01730 -2.58486
```

- Maximum force: 1.1 eV/Å
- Multiplicity: 3
- Relative energy (zero: lowest compared OMol25 entry of this formula, charge and spin): 0.473 eV
- Net charge: +2
- M: 620.39 g/mol
- Calculated total energy: -102113.7899 eV
- Kohn-Sham gap (alpha / beta): 6.2 / 6.2 eV

[2]
C24H18CoF5N5OTe | ωB97M-V/def2-TZVPD

Geometry as XYZ:
```
55
C24H18CoF5N5OTe ωB97M-V/def2-TZVPD
Co 0.36051 0.03052 0.54305
C -0.49631 -0.57030 3.29086
C 0.20376 0.49493 2.58800
C -0.50954 1.77561 2.15478
C -2.89912 0.97776 2.20002
C -2.82967 -0.34109 2.40217
C -1.77470 -0.99002 3.16305
H 0.12331 -1.16886 3.95178
H 1.21676 0.67676 2.93000
H 0.11322 2.64372 2.40098
H -3.71145 1.39630 1.61745
H -3.62985 -0.97044 2.02761
H -2.04392 -1.90966 3.67164
C -2.36066 3.35164 2.68744
C -2.38249 4.02808 1.49736
C -1.97617 3.54851 0.24807
C -1.24484 2.35145 -0.11222
N -0.56733 1.62126 0.72559
C -1.89961 1.93696 2.79935
N -1.29097 2.07933 -1.45921
C -0.85445 0.94913 -1.91275
N -0.31413 -0.10406 -1.22501
C 0.05342 -1.08521 -2.12373
N 0.64293 -2.19517 -1.88845
C 1.10140 -2.58132 -0.64313
C 1.78395 -3.80597 -0.63746
C 2.30767 -4.30735 0.52598
C 2.17275 -3.55789 1.68932
C 1.51989 -2.35446 1.61939
N 0.93504 -1.87415 0.50033
C -0.34111 -0.65154 -3.48092
C -0.21433 -1.26653 -4.71053
C -0.68301 -0.56827 -5.81774
C -1.25181 0.69822 -5.68604
C -1.36803 1.31041 -4.44293
C -0.89965 0.60736 -3.35111
H -2.72778 3.85025 3.57577
H -2.81406 5.02243 1.49700
H -2.23353 4.13931 -0.62072
H -1.77088 1.66935 3.85351
H 1.89299 -4.30643 -1.58753
H 2.84201 -5.24789 0.53034
H 2.60857 -3.87263 2.62583
H 1.45611 -1.72195 2.48752
H 0.23843 -2.24453 -4.79964
H -0.60641 -1.01308 -6.80128
H -1.60618 1.21208 -6.57004
H -1.80330 2.29352 -4.32726
F 3.78220 1.26445 -0.96500
Te 3.81496 -0.07181 0.35096
F 5.63810 0.19547 0.15451
F 4.10351 0.89218 1.93528
F 3.85798 -1.28929 -1.06329
F 4.26980 -1.58203 1.35357
O 2.06600 0.63495 0.62751
```

- Maximum force: 2.7 eV/Å
- Multiplicity: 2
- M: 673.97 g/mol
- Calculated total energy: -93183.7893 eV
- Kohn-Sham gap (alpha / beta): 6.8 / 6.1 eV

[3]
C4H10N2O | ωB97M-V/def2-TZVPD

Geometry as XYZ:
```
17
C4H10N2O ωB97M-V/def2-TZVPD
O 0.08499 0.72270 1.75564
C 0.08669 0.75735 0.54601
N 0.45350 -0.39704 -0.13278
C 1.13157 -1.52943 0.53596
N 2.24620 -1.86948 -0.31358
C -0.69072 1.74234 -0.32621
C -2.13231 1.17650 -0.47121
H 0.04816 -0.57153 -1.05010
H 1.32605 -1.20926 1.56630
H 0.46022 -2.38373 0.54926
H 2.29021 -2.86934 -0.37811
H 3.07561 -1.43890 0.07817
H -0.16806 1.99949 -1.24211
H -0.68410 2.63245 0.31101
H -2.28769 0.45805 0.33120
H -2.84578 1.98736 -0.30402
H -2.39453 0.79248 -1.45544
```

- Maximum force: 2.2 eV/Å
- Multiplicity: 2
- Relative energy (zero: lowest compared OMol25 entry of this formula, charge and spin): 1.100 eV
- Net charge: +1
- M: 102.14 g/mol
- Calculated total energy: -9328.8288 eV
- Kohn-Sham gap (alpha / beta): 12.0 / 6.3 eV

[4]
C3H5NO | ωB97M-V/def2-TZVPD

Geometry as XYZ:
```
10
C3H5NO ωB97M-V/def2-TZVPD
O -0.17772 2.11973 -0.90026
C -0.51701 1.45627 0.05077
N 0.16719 0.32859 0.42332
C -0.17446 -1.06274 0.53162
C 0.74306 -0.53510 -0.55203
H -1.32869 1.74413 0.73850
H 0.27538 -1.60373 1.36499
H -1.21928 -1.35896 0.36392
H 0.39607 -0.43320 -1.58301
H 1.82373 -0.60666 -0.45522
```

- Maximum force: 0.7 eV/Å
- Relative energy (zero: lowest compared OMol25 entry of this formula, charge and spin): 1.438 eV
- M: 71.08 g/mol
- Calculated total energy: -6728.1350 eV
- Kohn-Sham gap: 10.8 eV